Entry 1:
Density functional theory data (ωB97M-V/def2-TZVPD) for a 2-piece molecular cluster, C5H13N overall in a non-equilibrium geometry.

## Properties
Orbital gap in eV: 9.12
SMILES: C=CN.CCC
Lowest unoccupied orbital energy in Eh: 0.0360

The geometry in ORCA input format:
```
! RIJCOSX wB97M-V def2-TZVPD def2/J DEFGRID3
* xyz 0 1
C -2.077 0.702 0.621
C -1.492 1.360 1.863
C -0.239 0.706 2.390
H -2.339 1.383 -0.185
H -2.997 0.166 0.866
H -1.358 -0.031 0.255
H -2.225 1.556 2.643
H -1.189 2.396 1.626
H 0.452 0.509 1.577
H 0.279 1.340 3.129
H -0.443 -0.110 3.096
C 1.578 -0.726 -3.246
C 1.643 -0.861 -1.916
N 2.094 -2.041 -1.329
H 1.956 -1.485 -3.931
H 1.163 0.098 -3.808
H 1.243 -0.014 -1.376
H 2.094 -2.855 -1.927
H 1.857 -2.093 -0.347
*
```

Atom charges from the Mulliken analysis, given in e for atoms 1 to 8:
1. C -0.92
2. C -0.23
3. C -1.07
4. H 0.28
5. H 0.27
6. H 0.23
7. H 0.35
8. H 0.22

***

Entry 2:
Density functional theory data (ωB97M-V/def2-TZVPD) for one molecule with the formula C5H13N in a non-equilibrium geometry.

## Properties
Orbital gap in eV: 10.40
SMILES: CC(C)[C@@H](C)N
Lowest unoccupied orbital energy in Eh: 0.0402

The geometry in ORCA input format:
```
! RIJCOSX wB97M-V def2-TZVPD def2/J DEFGRID3
* xyz 0 1
C -1.759 -0.657 -0.875
C -0.726 0.329 -0.340
C 0.713 -0.196 -0.267
C 1.714 0.958 -0.070
C 0.888 -1.259 0.807
N -1.170 0.938 0.916
H -1.285 -1.319 -1.594
H -2.592 -0.122 -1.321
H -2.147 -1.311 -0.086
H -0.675 1.092 -1.145
H 0.908 -0.570 -1.279
H 1.670 1.707 -0.866
H 1.547 1.467 0.885
H 2.708 0.537 -0.071
H -0.089 -1.626 1.138
H 1.312 -0.952 1.766
H 1.431 -2.144 0.468
H -1.981 1.519 0.727
H -0.465 1.610 1.206
*
```

Atom charges from the Mulliken analysis, given in e for atoms 1 to 8:
1. C -1.46
2. C 0.21
3. C 0.65
4. C -1.73
5. C -1.40
6. N -0.70
7. H 0.32
8. H 0.41

***

Entry 3:
Density functional theory data (ωB97M-V/def2-TZVPD) for one molecule with the formula C5H13N in a non-equilibrium geometry.

## Properties
Orbital gap in eV: 9.70
SMILES: CCCN(C)C
Lowest unoccupied orbital energy in Eh: 0.0408

The geometry in ORCA input format:
```
! RIJCOSX wB97M-V def2-TZVPD def2/J DEFGRID3
* xyz 0 1
C 2.054 0.077 -0.857
C 1.584 -0.132 0.604
C 0.061 -0.838 0.613
C -2.025 -0.665 -0.437
C -0.935 1.343 0.216
H 2.917 0.759 -0.806
H 2.188 -1.036 -1.111
H 1.340 0.517 -1.673
H 1.333 0.768 1.344
H 2.324 -0.814 1.158
H 0.163 -1.777 0.098
H -0.283 -0.907 1.661
H -1.818 -1.676 -0.879
H -2.659 -0.171 -1.139
H -2.531 -0.853 0.546
H -1.405 1.988 -0.623
H -1.664 1.556 1.151
H 0.103 1.836 0.377
N -0.748 0.026 -0.243
*
```

Atom charges from the Mulliken analysis, given in e for atoms 1 to 8:
1. C -0.92
2. C -0.62
3. C -0.80
4. C -1.00
5. C -0.95
6. H 0.30
7. H 0.27
8. H 0.26

***

Entry 4:
Density functional theory data (ωB97M-V/def2-TZVPD) for a 3-piece molecular cluster, C5H13N overall in a non-equilibrium geometry.

## Properties
Orbital gap in eV: 8.70
Lowest unoccupied orbital energy in Eh: 0.0354

The geometry in ORCA input format:
```
! RIJCOSX wB97M-V def2-TZVPD def2/J DEFGRID3
* xyz 0 1
C 1.893 -1.075 -0.944
N 0.841 -0.140 -0.540
C 0.709 1.050 -1.289
C 0.662 2.263 -0.752
H 0.837 -0.008 0.509
H 0.629 0.893 -2.357
H 2.889 -0.640 -0.821
H 1.750 -1.351 -1.989
H 1.812 -1.960 -0.310
H 0.793 2.423 0.308
H 0.445 3.128 -1.358
C -2.186 -0.032 1.343
C -1.158 -1.138 1.102
H -2.896 0.034 0.515
H -1.699 0.942 1.414
H -2.767 -0.179 2.259
H -1.670 -2.094 0.954
H -0.557 -1.291 2.003
H -0.325 -0.823 -0.049
*
```

Atom charges from the Mulliken analysis, given in e for atoms 1 to 8:
1. C -0.99
2. N -0.36
3. C -0.04
4. C -0.84
5. H 0.38
6. H 0.33
7. H 0.34
8. H 0.34

***

Entry 5:
Density functional theory data (ωB97M-V/def2-TZVPD) for C5H13N as an isolated structure in a non-equilibrium geometry.

## Properties
Orbital gap in eV: 5.24
Lowest unoccupied orbital energy in Eh: -0.0355

The geometry in ORCA input format:
```
! RIJCOSX wB97M-V def2-TZVPD def2/J DEFGRID3
* xyz 0 1
C 1.275 0.514 -0.521
C -0.029 0.515 -1.175
C -0.809 -0.745 -1.419
C -0.317 1.322 0.107
C -0.108 0.858 1.625
N 0.245 -2.060 0.682
H 1.708 -0.399 0.033
H 1.927 1.412 -0.665
H -0.245 1.191 -2.058
H -0.544 -1.235 -2.389
H -1.900 -0.599 -1.377
H 1.048 -2.512 0.259
H 0.048 2.411 0.018
H -1.433 1.379 0.104
H -0.996 1.159 2.206
H 0.742 1.312 2.065
H -0.012 -0.209 1.653
H -0.334 -1.460 -0.300
H -0.266 -2.854 1.152
*
```

Atom charges from the Mulliken analysis, given in e for atoms 1 to 8:
1. C -0.51
2. C 0.63
3. C -1.40
4. C -0.59
5. C -1.05
6. N -0.95
7. H 0.30
8. H 0.30

***

Entry 6:
Density functional theory data (ωB97M-V/def2-TZVPD) for one molecule with the formula C5H13N2 in a non-equilibrium geometry.

## Properties
Orbital gap (spin up / spin down) in eV: 4.64 / 8.76
Lowest unoccupied orbital energy (spin up / spin down) in Eh: 0.0422 / 0.0300

The geometry in ORCA input format:
```
! RIJCOSX wB97M-V def2-TZVPD def2/J DEFGRID3
* xyz 0 2
C -3.060 -0.425 -0.050
C -1.648 -0.964 0.021
C -0.599 0.216 0.077
C 0.849 0.168 -0.032
C 1.588 0.522 -1.140
N 2.996 0.449 -1.052
N 1.614 0.116 1.278
H -3.224 0.396 0.652
H -3.361 -0.075 -1.045
H -3.845 -1.153 0.179
H -1.448 -1.612 -0.827
H -1.550 -1.489 0.973
H -1.045 0.929 -0.644
H -0.960 0.718 0.993
H 1.233 1.113 -1.976
H 3.444 -0.427 -0.805
H 3.610 1.162 -1.408
H 2.385 0.810 1.293
H 2.087 -0.762 1.460
H 0.936 0.308 2.053
*
```

Atom charges from the Mulliken analysis, given in e for atoms 1 to 8:
1. C -1.26
2. C -0.08
3. C -0.98
4. C -0.72
5. C -0.39
6. N -0.65
7. N -1.10
8. H 0.34

***

Entry 7:
Density functional theory data (ωB97M-V/def2-TZVPD) for an isolated ion of composition C5H13N2 and charge +1 in a non-equilibrium geometry.

## Properties
Orbital gap in eV: 5.22
Lowest unoccupied orbital energy in Eh: -0.2950

The geometry in ORCA input format:
```
! RIJCOSX wB97M-V def2-TZVPD def2/J DEFGRID3
* xyz 1 1
C 2.117 0.105 0.437
C 0.768 -0.427 0.882
C -0.325 0.137 -0.179
C -0.506 1.527 0.098
C -2.751 -0.254 -0.115
N -1.425 -0.899 -0.023
N 2.746 -0.346 -0.791
H 2.815 -0.301 1.191
H 2.155 1.191 0.437
H 0.847 -1.510 0.812
H 0.563 -0.007 1.874
H -1.073 1.733 1.007
H -0.513 2.140 -0.784
H -3.564 -0.944 0.014
H -3.041 0.297 -1.064
H -2.789 0.492 0.689
H -1.421 -1.539 -0.818
H 2.909 -1.353 -0.877
H 2.332 0.019 -1.637
H 0.155 -0.062 -1.152
*
```

Atom charges from the Mulliken analysis, given in e for atoms 1 to 8:
1. C -0.72
2. C -0.50
3. C 0.21
4. C -0.50
5. C -0.80
6. N -0.37
7. N -0.48
8. H 0.36

***

Entry 8:
Density functional theory data (ωB97M-V/def2-TZVPD) for an isolated ion of composition C5H13N2 and charge +1 in a non-equilibrium geometry.

## Properties
Orbital gap in eV: 9.97
SMILES: CCC/C(N)=C/[NH3+]
Lowest unoccupied orbital energy in Eh: -0.1335

The geometry in ORCA input format:
```
! RIJCOSX wB97M-V def2-TZVPD def2/J DEFGRID3
* xyz 1 1
C 1.778 -1.621 -0.351
C 0.446 -1.888 -1.019
C -0.770 -1.126 -0.445
C -0.476 0.218 0.257
C -0.221 1.302 -0.522
N -0.697 2.594 0.198
N -0.271 0.297 1.633
H 2.701 -2.111 -0.764
H 2.163 -0.601 -0.460
H 1.678 -2.086 0.632
H 0.286 -2.974 -0.961
H 0.548 -1.541 -2.058
H -1.532 -0.837 -1.175
H -1.225 -1.677 0.377
H -0.115 1.268 -1.603
H 0.092 3.176 0.477
H -1.147 2.154 1.016
H -1.440 3.049 -0.332
H -0.734 -0.465 2.128
H 0.667 0.269 2.015
*
```

Atom charges from the Mulliken analysis, given in e for atoms 1 to 8:
1. C -1.17
2. C -0.28
3. C -0.89
4. C 0.59
5. C -0.69
6. N -0.24
7. N -0.62
8. H 0.38

***

Entry 9:
Density functional theory data (ωB97M-V/def2-TZVPD) for an isolated ion of composition C5H13N2 and charge +1 in a non-equilibrium geometry.

## Properties
Orbital gap in eV: 8.57
SMILES: CN/C=C/CC[NH3+]
Lowest unoccupied orbital energy in Eh: -0.1213

The geometry in ORCA input format:
```
! RIJCOSX wB97M-V def2-TZVPD def2/J DEFGRID3
* xyz 1 1
C -2.304 0.292 -0.022
C -1.452 0.319 -1.305
C 0.009 0.537 -1.034
C 0.823 -0.362 -0.437
N 1.852 -0.097 0.451
C 2.852 -1.209 0.529
N -1.518 0.794 1.214
H -2.729 -0.696 0.151
H -3.165 0.960 0.053
H -1.840 1.033 -2.022
H -1.498 -0.676 -1.780
H 0.571 1.412 -1.379
H 0.725 -1.432 -0.653
H 2.341 0.785 0.308
H 2.446 -2.178 0.774
H 3.638 -0.914 1.220
H 3.243 -1.326 -0.495
H -0.588 0.364 1.266
H -1.407 1.793 1.070
H -1.999 0.602 2.088
*
```

Atom charges from the Mulliken analysis, given in e for atoms 1 to 8:
1. C -0.55
2. C -0.60
3. C -0.56
4. C -0.25
5. N -0.22
6. C -0.93
7. N -0.25
8. H 0.33

***

Entry 10:
Density functional theory data (ωB97M-V/def2-TZVPD) for a 2-piece molecular cluster, C5H13N2 overall in a non-equilibrium geometry.

## Properties
Orbital gap in eV: 7.25
Lowest unoccupied orbital energy in Eh: -0.2309

The geometry in ORCA input format:
```
! RIJCOSX wB97M-V def2-TZVPD def2/J DEFGRID3
* xyz 1 1
C 1.772 -1.478 -0.353
C 2.401 -0.210 0.204
C 0.810 -0.008 -0.061
C -0.072 0.187 1.006
N -0.726 1.610 1.159
C 0.634 0.813 -1.348
N -3.421 -0.666 0.009
H 1.411 -2.265 0.348
H 2.143 -1.786 -1.356
H 2.451 0.128 1.221
H 3.052 0.434 -0.416
H 0.076 -0.282 1.966
H -0.407 1.841 2.136
H -1.758 1.469 1.206
H 0.070 0.253 -2.088
H 0.012 1.740 -1.299
H 1.627 1.165 -1.648
H -2.817 -0.463 -0.827
H -2.942 -1.478 0.494
H -4.315 -1.005 -0.352
*
```

Atom charges from the Mulliken analysis, given in e for atoms 1 to 8:
1. C -0.41
2. C -0.70
3. C 0.87
4. C -0.34
5. N -0.53
6. C -1.31
7. N -0.67
8. H 0.28

***

Record order is preserved below.
Energy above the lowest of the compared OMol25 structures with the same formula, charge and spin: 34.5 7.0 50.9 73.3 165.4 58.3 147.9 64.0 64.4 130.8 kcal/mol